ORCA calculation (ωB97M-V with the def2-TZVPD basis set) on a molecular structure, C43H47Cl2N4NiO2.

Summary:
**<S²>**: 2.03
**Charge**: -1
**2S+1**: 3
**Orbital gap (alpha / beta)**: 5.47 / 5.97 eV
**Electronic energy**: -4465.0733 Ha
**Energy above the lowest of the compared OMol25 structures with the same formula, charge and spin**: 6.1 kJ/mol
**Lowest unoccupied orbital energy (alpha / beta)**: 2.404 / 2.576 eV

Geometry (Å):
Ni: -0.82772 0.33397 -1.49549
C: 0.47976 2.16611 -3.64529
C: 1.90391 2.23737 -3.09198
C: 2.00714 2.99592 -1.76568
C: 2.58006 0.87448 -3.05838
C: 3.62922 0.64751 -3.94513
C: 4.30699 -0.56111 -3.98119
C: 3.89967 -1.58228 -3.13981
C: 2.85000 -1.40816 -2.24226
C: 2.40368 -2.59466 -1.40031
C: 1.93647 -3.74613 -2.29916
C: 3.48719 -3.09466 -0.44041
C: 2.21215 -0.15374 -2.16479
N: 1.19451 0.04530 -1.21161
C: 1.54104 -0.06130 0.07159
C: 0.55162 -0.23315 1.10224
N: -0.73127 -0.23908 0.82855
C: -1.65493 -0.29329 1.88214
C: -2.44118 -1.45456 2.02894
C: -3.30441 -1.55964 3.11057
C: -3.42717 -0.52484 4.02741
C: -2.71849 0.64716 3.82709
C: -1.84269 0.79646 2.75535
C: -1.17611 2.13892 2.51379
C: -2.24281 3.20774 2.25520
C: -0.26679 2.58003 3.66175
C: -2.29391 -2.55664 1.00388
C: -3.53206 -3.43590 0.86922
C: -1.05113 -3.40938 1.27954
C: 1.27617 -0.46410 2.38242
C: 0.91718 -0.82486 3.65485
C: 1.93984 -0.97139 4.63149
C: 3.26557 -0.76533 4.35079
C: 3.66657 -0.42322 3.03119
C: 4.99216 -0.19528 2.56721
C: 5.20323 0.11392 1.24840
C: 4.15310 0.19376 0.29449
C: 2.86456 -0.03642 0.71116
C: 2.65220 -0.30712 2.09059
H: 0.00806 3.15401 -3.61857
H: -0.16834 1.46884 -3.08572
H: 0.50102 1.82491 -4.68522
H: 2.47925 2.82175 -3.81774
H: 1.42946 2.52333 -0.97757
H: 1.62826 4.01540 -1.88886
H: 3.05176 3.05815 -1.44778
H: 3.92137 1.44827 -4.61709
H: 5.13310 -0.70824 -4.66718
H: 4.40950 -2.53918 -3.17441
H: 1.54953 -2.27132 -0.80210
H: 2.77648 -4.16905 -2.85703
H: 1.17738 -3.41388 -3.00548
H: 1.50144 -4.54725 -1.69370
H: 4.37281 -3.42311 -0.99306
H: 3.11504 -3.95363 0.12632
H: 3.79871 -2.32651 0.26829
H: -3.89671 -2.45937 3.23851
H: -4.09211 -0.62347 4.87783
H: -2.85064 1.47465 4.51787
H: -0.57700 2.05370 1.60910
H: -2.81630 3.41754 3.16349
H: -2.94592 2.88703 1.48574
H: -1.77717 4.14354 1.93236
H: -0.84415 2.73234 4.57957
H: 0.21560 3.52940 3.41289
H: 0.51287 1.84700 3.86934
H: -2.14156 -2.04021 0.05423
H: -3.68411 -4.06860 1.74931
H: -3.42409 -4.10439 0.00993
H: -4.43031 -2.83374 0.71842
H: -1.11855 -3.88134 2.26375
H: -0.14525 -2.79976 1.26267
H: -0.94683 -4.20473 0.53283
H: -0.11660 -0.97523 3.93781
H: 1.65111 -1.24789 5.63910
H: 4.01270 -0.87480 5.13029
H: 5.82818 -0.26604 3.25520
H: 6.21687 0.29209 0.90660
H: 4.39137 0.40557 -0.74060
Cl: -6.60036 5.09764 -1.96195
C: -5.47442 3.76529 -1.87292
C: -5.93224 2.46867 -2.14574
C: -5.06221 1.41811 -2.08733
Cl: -5.63539 -0.18385 -2.44344
C: -3.66469 1.55644 -1.75596
O: -2.90087 0.55273 -1.75906
C: -3.26037 2.89993 -1.46553
C: -1.91691 3.22803 -1.04141
O: -1.01257 2.46371 -0.75713
C: -4.16540 3.97219 -1.54309
H: -6.96883 2.30051 -2.40451
H: -1.73595 4.31759 -0.94308
H: -3.81098 4.97401 -1.32557
N: -0.96294 -2.68060 -2.35139
N: -1.31165 -1.36039 -2.78975
H: -1.80590 -3.22532 -2.22025
H: -0.54230 -2.56996 -1.43589
H: -2.30369 -1.16940 -2.70645
H: -1.04183 -1.27354 -3.75731

Let us look at the Löwdin charges, expressed in e, one per atom: 0.326 -0.063 -0.363 -0.060 -0.138 -0.055 -0.096 -0.053 -0.138 -0.362 -0.083 -0.046 -0.165 0.075 -0.191 -0.184 0.129 -0.167 -0.136 -0.049 -0.094 -0.055 -0.143 -0.362 -0.063 -0.053 -0.380 -0.080 -0.053 -0.075 -0.009 -0.076 -0.038 -0.169 -0.044 -0.080 -0.015 -0.094 -0.091 0.077 0.032 0.078 0.115 0.050 0.075 0.078 0.102 0.091 0.104 0.104 0.069 0.053 0.074 0.075 0.079 0.060 0.099 0.092 0.105 0.108 0.074 0.076 0.079 0.072 0.078 0.064 0.103 0.071 0.070 0.084 0.084 0.064 0.072 0.108 0.096 0.103 0.101 0.096 0.109 0.608 -0.685 -0.143 -0.574 0.665 -0.380 -0.105 -0.125 -0.218 -0.002 -0.085 0.099 0.127 0.109 -0.017 -0.057 0.070 0.038 0.059 0.083

---

ORCA calculation (ωB97M-V with the def2-TZVPD basis set) on a molecular structure, C43H48BF4N8O3PTi.

Summary:
**Charge**: +2
**Orbital gap**: 6.53 eV
**Electronic energy**: -3945.9555 Ha
**Energy above the lowest of the compared OMol25 structures with the same formula, charge and spin**: 105.6 kJ/mol
**Lowest unoccupied orbital energy**: -6.896 eV

Geometry (Å):
Ti: -0.22050 0.37351 0.05172
C: -1.58536 2.62539 2.12430
N: -0.26326 2.10347 1.72459
C: 0.57639 3.31450 1.57487
C: 0.20221 1.24022 2.82205
C: -0.60865 -0.03950 2.88598
N: -0.96399 -0.53863 1.53650
C: -1.79005 -1.70367 1.55749
C: -2.65537 -1.98727 0.49887
F: -2.74116 -1.13076 -0.51575
C: -3.46604 -3.10108 0.46318
F: -4.26040 -3.26663 -0.58758
C: -3.45605 -4.01694 1.49190
C: -2.60289 -3.77001 2.54300
F: -2.51868 -4.63049 3.55034
C: -1.77964 -2.65451 2.58314
F: -0.93931 -2.57867 3.62040
H: -1.46156 3.24699 3.01627
H: -2.27059 1.82122 2.34998
H: -1.99518 3.23423 1.32682
H: 0.65165 3.82637 2.53851
H: 0.09063 3.98054 0.86364
H: 1.56584 3.09347 1.21500
H: 0.12548 1.74924 3.78901
H: 1.24718 0.98973 2.66838
H: -1.53726 0.09909 3.44411
H: -0.01011 -0.77502 3.40988
H: -4.08420 -4.89658 1.47286
C: -0.36152 -0.22522 -5.20080
C: -0.27811 -0.79084 -3.82485
C: -0.26856 -2.12368 -3.46825
C: -0.16589 -2.18285 -2.09063
N: -0.10754 -0.89643 -1.59790
N: -0.18346 -0.06832 -2.70923
B: -0.35982 1.46545 -2.64519
N: -1.68090 1.79621 -1.94033
N: -1.93774 1.45671 -0.63106
C: -3.26182 1.75471 -0.43265
C: -3.78682 2.28399 -1.59860
C: -2.77506 2.27637 -2.53925
C: -2.85036 2.72331 -3.95921
C: -4.12193 1.65882 0.77248
C: -4.82105 2.81504 1.12408
C: -5.68113 2.82390 2.21146
C: -5.87010 1.67280 2.96167
C: -5.19211 0.51374 2.61152
C: -4.32834 0.51026 1.52698
N: 0.84971 2.12154 -1.97493
N: 1.42605 1.65564 -0.81730
C: 2.64751 2.25866 -0.75253
C: 2.78558 3.12400 -1.83643
C: 1.64686 3.00499 -2.59489
C: 1.30826 3.70815 -3.86493
C: 3.75370 2.16905 0.24170
C: 5.03718 2.47156 -0.23605
C: 6.11495 2.59600 0.62201
C: 5.94917 2.40979 1.98886
C: 4.69926 2.06456 2.47504
C: 3.62345 1.94484 1.60703
C: -0.12865 -3.47333 -1.36783
C: -0.16167 -4.65870 -2.11319
C: -0.15157 -5.89391 -1.48868
C: -0.10832 -5.98045 -0.10360
C: -0.06047 -4.81533 0.64543
C: -0.06872 -3.58261 0.01117
H: -0.31668 -1.03812 -5.92140
H: -1.29479 0.31378 -5.35709
H: 0.46208 0.45863 -5.40099
H: -0.34248 -2.94610 -4.15507
H: -0.43368 1.86800 -3.75372
H: -4.80605 2.59564 -1.75248
H: -3.82032 3.18320 -4.13279
H: -2.07668 3.45207 -4.19682
H: -2.74931 1.88502 -4.64763
H: -4.67365 3.72763 0.55940
H: -6.20539 3.73440 2.46948
H: -6.54863 1.67629 3.80415
H: -5.34515 -0.39756 3.17590
H: -3.82930 -0.40365 1.26673
H: 3.60753 3.78785 -2.03624
H: 2.05226 4.47882 -4.05215
H: 1.30804 3.02476 -4.71419
H: 0.32954 4.18364 -3.81215
H: 5.20286 2.61249 -1.29516
H: 7.08904 2.84096 0.22014
H: 6.78800 2.52332 2.66234
H: 4.55239 1.89703 3.53400
H: 2.66617 1.68783 2.01481
H: -0.18834 -4.63734 -3.19219
H: -0.17739 -6.79366 -2.08855
H: -0.10374 -6.94683 0.38315
H: -0.00675 -4.86605 1.72652
H: 0.02107 -2.69803 0.60549
C: 4.95580 -0.78152 0.55661
O: 3.76905 -0.94022 1.35776
P: 2.28967 -1.06855 0.76778
O: 2.48176 -1.96051 -0.53155
C: 3.19826 -3.21540 -0.58880
O: 1.68315 -1.91352 1.99004
C: 2.42618 -2.76597 2.89160
H: 5.58028 -1.65891 0.71259
H: 5.47848 0.10361 0.89906
H: 4.71301 -0.68242 -0.50087
H: 2.95804 -3.66167 -1.54868
H: 2.86647 -3.88097 0.20479
H: 4.26993 -3.04248 -0.52265
H: 1.68880 -3.34762 3.43728
H: 3.09683 -3.42873 2.35005
H: 3.00445 -2.15580 3.58090

These are the Löwdin partial charges, in e, on atoms 1 to 99: 1.212 -0.059 -0.284 -0.043 -0.181 -0.167 -0.065 -0.161 -0.217 0.104 -0.197 0.139 0.124 -0.210 0.135 -0.151 0.105 0.118 0.074 0.093 0.115 0.110 0.044 0.150 0.084 0.142 0.113 0.158 0.019 -0.219 0.060 -0.162 0.011 0.050 -0.528 0.039 0.028 -0.194 0.060 -0.218 0.016 -0.197 -0.037 -0.048 -0.055 -0.049 -0.034 0.030 0.019 -0.201 0.045 -0.231 0.009 -0.171 -0.038 -0.058 -0.059 -0.053 -0.080 -0.152 -0.009 -0.045 -0.045 -0.054 -0.070 0.098 0.082 0.095 0.122 0.111 0.139 0.098 0.087 0.083 0.124 0.116 0.115 0.113 0.076 0.128 0.096 0.091 0.088 0.116 0.119 0.119 0.119 0.058 0.107 0.117 0.118 0.115 0.061 -0.064 -0.302 0.773 -0.328 -0.043 -0.361

---

Which of these has the lowest electronic energy? C43H47Cl2N4NiO2